[1]
Formula: C6H10O
Source: OMol25
Level of theory: the ωB97M-V functional and the def2-TZVPD basis

Last column: natural (NBO) charge in e.
Element x y z (Å)
C1 2.1427 0.4764 0.1224  -0.629
C2 0.9101 -0.4331 -0.2944  -0.195
C3 0.0244 -0.6379 0.9441  -0.431
C4 -1.2045 -0.3055 0.1496  0.228
O1 -2.4281 -0.8829 0.4565  -0.692
C5 -1.1930 0.9598 -0.6934  -0.465
C6 -0.5510 -0.2732 -1.1877  -0.226
H1 3.0508 -0.1127 0.3639  0.223
H2 1.9334 0.9996 1.0730  0.206
H3 2.4713 1.2402 -0.5824  0.216
H4 1.0920 -1.2835 -0.9117  0.221
H5 0.2181 0.0558 1.7710  0.191
H6 0.0263 -1.6625 1.3223  0.219
H7 -2.8127 -0.3032 1.1244  0.470
H8 -2.1737 1.2207 -1.0841  0.224
H9 -0.5109 1.7882 -0.5413  0.208
H10 -0.9952 -0.8461 -2.0323  0.230

The value obtained for the maximum force is 2.175 eV/Å. The value obtained for the frontier orbital gap is 10.3 eV. The energy above the lowest of the compared OMol25 structures with the same formula, charge and spin comes out at 280.5 kJ/mol. For the molar mass, the calculation gives 98.1 g mol⁻¹. As for the SMILES: C[C@H]1C[C@@]2(O)C[C@@H]12.

***

[2]
Formula: C6H10O
Source: OMol25
Level of theory: the ωB97M-V functional and the def2-TZVPD basis

Last column: natural (NBO) charge in e.
Element x y z (Å)
C1 -1.6580 -0.8701 -1.0535  -0.605
C2 -0.2109 -1.1229 -0.7268  -0.433
C3 0.1216 -0.7943 0.7040  0.116
O1 1.4736 -1.1986 1.0792  -0.482
C4 1.8026 -0.0274 1.6567  0.303
C5 0.9452 1.6445 0.4176  -0.596
C6 0.4515 0.5950 1.2103  -0.441
H1 -1.9212 0.1764 -0.8785  0.206
H2 -2.3047 -1.4785 -0.4133  0.204
H3 -1.8897 -1.1268 -2.0893  0.221
H4 0.4286 -0.5493 -1.4035  0.210
H5 0.0270 -2.1746 -0.9150  0.222
H6 -0.5804 -1.3010 1.3740  0.191
H7 2.0418 1.1323 0.1119  0.193
H8 1.3376 2.6305 0.6732  0.255
H9 0.4958 1.7459 -0.5780  0.216
H10 -0.1671 1.0523 1.9724  0.222

The value obtained for the maximum force is 7.643 eV/Å. The value obtained for the frontier orbital gap is 9.6 eV. The energy above the lowest of the compared OMol25 structures with the same formula, charge and spin comes out at 397.5 kJ/mol. For the molar mass, the calculation gives 98.1 g mol⁻¹.